P:
{
  "formula": "H36O18",
  "method": "the ωB97M-V functional and the def2-TZVPD basis",
  "elements": ["O", "H", "H", "O", "H", "H", "O", "H", "H", "O", "H", "H", "O", "H", "H", "O", "H", "H", "O", "H", "H", "O", "H", "H", "O", "H", "H", "O", "H", "H", "O", "H", "H", "O", "H", "H", "O", "H", "H", "O", "H", "H", "O", "H", "H", "O", "H", "H", "O", "H", "H", "O", "H", "H"],
  "positions_angstrom": [[1.95435, 0.74371, -2.75089], [1.02312, 0.50827, -2.53052], [2.14607, 0.13422, -3.38341], [-5.20323, -0.53220, -1.86026], [-5.86119, -1.15319, -2.01667], [-4.35940, -1.00157, -2.17322], [0.90058, 0.17241, 1.98481], [0.60455, 0.95837, 2.61013], [1.11784, 0.74744, 1.25139], [-0.39657, 5.57421, -2.07216], [0.27126, 5.29268, -2.73860], [-1.30970, 5.60114, -2.16357], [4.54647, 1.31954, 0.72054], [5.05594, 0.35962, 0.98170], [3.85603, 1.44469, 1.59400], [4.88540, 0.58548, -1.72205], [4.54495, 0.81142, -2.59993], [4.37509, 1.12466, -1.18338], [1.35335, 4.11672, -0.65078], [2.27115, 4.24034, -1.00990], [0.82139, 4.96220, -0.67427], [-4.49918, -3.84066, -0.68440], [-5.43064, -3.52950, -0.80498], [-4.37639, -3.95183, 0.31419], [3.80641, -2.23422, -2.23295], [4.61553, -1.86149, -2.18255], [3.37365, -1.86893, -3.05762], [-1.56084, -1.15254, -3.25029], [-0.82520, -0.49490, -3.49731], [-1.41628, -2.01203, -3.39413], [-2.87934, 3.01192, -0.46173], [-3.03571, 2.28493, 0.22512], [-3.45077, 3.59798, -0.14438], [-0.24105, 2.16380, -0.65543], [0.62522, 2.69980, -0.59124], [-1.01445, 2.79295, -0.57848], [-0.36497, -0.37534, -0.66461], [-1.01367, 0.26570, -0.21744], [0.31156, 0.31536, -0.39120], [-0.80084, -2.16897, 2.17043], [-0.23409, -1.74296, 1.41211], [-1.53497, -2.40967, 1.64365], [-3.02361, -4.69143, 3.45840], [-2.82463, -4.36447, 2.60353], [-2.17751, -4.74535, 3.99662], [2.54851, -3.18702, 3.68577], [3.08579, -3.14746, 4.51453], [2.21352, -2.42978, 3.23864], [-3.29786, -0.79413, 0.60138], [-2.44875, -0.44997, 0.36515], [-3.98931, -0.24950, 0.20753], [2.56900, -0.71862, 4.61726], [3.08856, -0.18585, 5.28856], [1.60485, -0.53600, 4.85294]],
  "charge": 0,
  "lumo_energy_ev": -0.227,
  "e_homo_ev": -10.2
}

Q:
{
  "formula": "H36O18",
  "method": "the ωB97M-V functional and the def2-TZVPD basis",
  "elements": ["O", "H", "H", "O", "H", "H", "O", "H", "H", "O", "H", "H", "O", "H", "H", "O", "H", "H", "O", "H", "H", "O", "H", "H", "O", "H", "H", "O", "H", "H", "O", "H", "H", "O", "H", "H", "O", "H", "H", "O", "H", "H", "O", "H", "H", "O", "H", "H", "O", "H", "H", "O", "H", "H"],
  "positions_angstrom": [[-0.05160, -0.77807, -3.15435], [-0.70821, -1.28756, -2.72898], [-0.68759, -0.45809, -3.86566], [0.71699, -4.27759, 2.32872], [-0.17371, -4.15905, 2.43277], [1.02746, -4.35579, 1.40956], [-0.36158, 1.88431, 2.26925], [-0.70628, 1.02103, 2.35546], [0.51670, 1.97750, 1.86399], [-4.25644, -3.95458, -0.97772], [-4.44915, -4.41617, -0.16999], [-5.06935, -3.49793, -1.08674], [-2.68418, 4.09329, -0.83879], [-3.32278, 3.85563, -0.16251], [-1.86916, 3.64936, -1.06946], [-2.11554, 1.19482, -5.16881], [-3.06647, 1.28334, -5.21720], [-1.86673, 1.95591, -5.67344], [-5.08427, -0.56931, -2.58182], [-5.55912, 0.23261, -2.39308], [-4.62100, -0.35442, -3.40222], [4.09092, -2.61359, 2.93168], [3.37416, -2.71528, 2.23212], [3.43018, -2.39676, 3.60779], [1.76397, 1.64091, -5.73263], [1.23707, 1.96110, -5.02356], [2.34846, 0.93862, -5.42562], [1.77080, -3.91277, 0.05303], [2.76994, -3.96919, -0.16732], [1.18840, -3.45263, -0.52406], [-2.10006, -3.13038, 2.42038], [-1.35327, -3.57792, 1.98276], [-1.54659, -2.46746, 2.82982], [-2.53421, -0.76088, 0.66543], [-2.76686, -1.17581, -0.18493], [-2.99051, -1.27092, 1.34616], [1.06512, -0.73514, -0.54180], [0.72707, -1.62782, -0.38277], [1.25625, -0.85082, -1.46484], [2.97135, 0.51952, 0.59466], [2.54100, -0.31145, 0.24243], [3.57509, 0.19420, 1.26206], [3.71129, 2.17387, 4.54120], [3.56360, 1.64448, 3.74202], [3.79329, 2.90925, 3.87781], [2.30028, 4.14880, 0.04104], [1.57130, 4.68546, 0.40766], [3.06989, 4.62747, -0.30230], [1.02897, -0.71472, 3.11304], [1.18117, -0.32922, 4.02493], [1.39927, -0.18005, 2.35048], [0.15939, 5.72192, 0.34249], [-0.11767, 6.36940, 0.99069], [-0.22018, 6.11708, -0.43150]],
  "charge": 0,
  "lumo_energy_ev": -0.388,
  "e_homo_ev": -10.6
}

Name the most stable of them. Q.

P:
{
  "formula": "C6H12O",
  "method": "the ωB97M-V functional and the def2-TZVPD basis",
  "elements": ["C", "C", "C", "C", "C", "C", "H", "H", "H", "H", "H", "H", "H", "H", "H", "H", "H", "H", "O"],
  "positions_angstrom": [[-1.54389, 0.54307, -1.91645], [-0.48961, -0.32561, -1.21955], [-0.35965, -1.66499, -1.36551], [0.58468, 0.21304, 0.97093], [0.40702, 0.42807, -0.37613], [1.13341, 1.61888, -0.94860], [-1.87986, 1.28950, -1.20327], [-1.20711, 0.95843, -2.86495], [-2.38245, -0.08976, -2.20374], [0.54928, -2.11813, -0.99731], [-1.13662, -2.19675, -1.88989], [1.51732, 0.47208, 1.45574], [-0.33246, -0.05467, 1.49040], [0.42956, 2.24942, -1.49487], [1.51444, 2.31407, -0.19113], [2.02883, 1.40208, -1.53750], [0.42806, -1.06248, 4.32363], [0.16423, -1.98540, 5.41974], [0.57482, -1.99084, 4.54846]],
  "charge": 1,
  "lumo_energy_ev": [-5.120, -8.085],
  "e_homo_ev": [-14.3, -14.3],
  "s_squared": 0.768,
  "spin_multiplicity": 2
}

Q:
{
  "formula": "C6H12O",
  "method": "the ωB97M-V functional and the def2-TZVPD basis",
  "elements": ["C", "C", "C", "C", "C", "C", "H", "H", "H", "H", "H", "H", "H", "H", "H", "H", "H", "H", "O"],
  "positions_angstrom": [[-0.05490, 1.61850, 1.46054], [0.19284, 0.86978, 0.21532], [0.01488, 1.46039, -1.02136], [0.24580, -0.61213, 0.19580], [1.33314, -0.95460, -0.72748], [2.54191, -0.35419, -0.61604], [0.58412, 1.27858, 2.26995], [-1.08506, 1.39952, 1.76873], [-0.03929, 2.69775, 1.35744], [0.01037, 2.53437, -1.15953], [-0.23771, 0.87350, -1.90448], [0.43720, -0.89952, 1.24445], [-0.72653, -1.09486, 0.05961], [1.15682, -1.63799, -1.55410], [2.79799, 0.08942, 0.33564], [3.29059, -0.28971, -1.38212], [-2.80427, -1.39682, 1.03931], [-4.10615, -1.86270, 0.32873], [-3.15873, -1.67179, 0.18778]],
  "charge": 1,
  "lumo_energy_ev": [-4.098, -7.780],
  "e_homo_ev": [-14.5, -14.5],
  "s_squared": 0.758,
  "spin_multiplicity": 2
}

Name the most stable of them. Q.